--- one ---
Entry from the Open Molecules 2025 dataset: a molecular structure, C3H10O3 (ωB97M-V/def2-TZVPD).

The HOMO energy is -7.5 eV. The LUMO energy is 0.0286 hartree. The calculation puts the frontier orbital gap at 0.3051 Eh.

ORCA input file:
```
! wB97M-V def2-TZVPD RIJCOSX def2/J DEFGRID3
* xyz 0 1
C 1.480 0.239 0.127
O 1.888 -0.764 -0.766
O 2.204 0.238 1.309
O 1.678 1.519 -0.458
H 2.969 0.829 1.201
H 1.344 1.471 -1.362
H 2.856 -0.728 -0.870
H 0.054 -0.418 0.488
C -1.504 -0.292 0.718
C -2.195 -0.413 -0.628
H -2.202 0.543 -1.157
H -1.917 0.485 1.363
H -1.484 -1.221 1.292
H -0.253 0.387 0.534
H -1.684 -1.141 -1.264
H -3.234 -0.737 -0.526
*
```

Löwdin atomic charges, in units of e:
1 C -0.622
2 O -0.017
3 O 0.006
4 O 0.002
5 H 0.099
6 H 0.094
7 H 0.095
8 H 0.180
9 C -0.194
10 C -0.164
11 H 0.068
12 H 0.073
13 H 0.083
14 H 0.163
15 H 0.069
16 H 0.065

***

--- two ---
Entry from the Open Molecules 2025 dataset: 3 unconnected molecules or ions with the total composition C3H10O3 (ωB97M-V/def2-TZVPD).

The HOMO energy is -8.4 eV. The LUMO energy is 0.0252 hartree. The calculation puts the frontier orbital gap at 0.3337 Eh.

ORCA input file:
```
! wB97M-V def2-TZVPD RIJCOSX def2/J DEFGRID3
* xyz 0 1
C 1.262 1.096 -1.393
C -0.205 0.804 -1.377
C -0.609 -0.389 -0.970
O -1.873 -0.899 -1.088
H 1.575 1.568 -2.316
H 1.863 0.227 -1.183
H 1.517 1.788 -0.577
H -0.912 1.616 -1.475
H 0.029 -0.994 -0.331
H -1.842 -1.850 -0.970
O -2.066 -0.726 2.316
H -2.022 -0.215 1.497
H -2.858 -1.258 2.190
O 1.805 -0.221 1.569
H 2.730 -0.508 1.606
H 1.606 -0.038 2.502
*
```

Löwdin atomic charges, in units of e:
1 C -0.125
2 C -0.146
3 C -0.241
4 O -0.016
5 H 0.065
6 H 0.058
7 H 0.071
8 H 0.106
9 H 0.112
10 H 0.094
11 O -0.062
12 H 0.019
13 H 0.033
14 O -0.060
15 H 0.044
16 H 0.048

***

--- three ---
Entry from the Open Molecules 2025 dataset: 3 unconnected molecules or ions with the total composition C3H10O3 (ωB97M-V/def2-TZVPD).

The HOMO energy is -8.8 eV. The LUMO energy is 0.0180 hartree. The calculation puts the frontier orbital gap at 0.3422 Eh.

ORCA input file:
```
! wB97M-V def2-TZVPD RIJCOSX def2/J DEFGRID3
* xyz 0 1
C 0.740 -1.010 -1.411
C 1.199 -0.387 -0.326
C 2.546 -0.592 0.201
O 0.221 0.458 0.168
H 1.093 -1.936 -1.820
H -0.202 -0.700 -1.837
H 2.983 -1.403 -0.442
H 3.172 0.318 -0.147
H 2.443 -0.725 1.249
H -0.486 -0.017 0.681
O -2.125 1.921 -0.751
H -1.206 1.501 -0.767
H -1.829 2.841 -0.917
O -1.666 -0.627 1.786
H -1.799 -1.610 1.857
H -2.526 -0.351 1.731
*
```

Löwdin atomic charges, in units of e:
1 C 0.047
2 C -0.475
3 C -0.043
4 O -0.063
5 H 0.051
6 H 0.060
7 H 0.098
8 H 0.121
9 H 0.068
10 H 0.059
11 O -0.109
12 H 0.030
13 H 0.041
14 O 0.000
15 H 0.104
16 H 0.011

***

--- four ---
Entry from the Open Molecules 2025 dataset: 2 unconnected molecules or ions with the total composition C3H10O3 (ωB97M-V/def2-TZVPD).

The HOMO energy is -10.2 eV. The LUMO energy is 0.0191 hartree. The calculation puts the frontier orbital gap at 0.3930 Eh.

ORCA input file:
```
! wB97M-V def2-TZVPD RIJCOSX def2/J DEFGRID3
* xyz 0 1
O -0.313 -0.077 -2.081
C -0.370 -0.053 -0.667
C 0.541 0.969 -0.051
C 0.473 1.138 1.486
O 1.288 2.236 1.818
H -0.911 -0.767 -2.437
H -1.417 0.096 -0.338
H -0.056 -1.063 -0.341
H 1.578 0.680 -0.309
H 0.332 1.942 -0.536
H -0.523 1.451 1.853
H 0.745 0.200 2.008
H 1.315 2.341 2.792
O -1.133 -2.969 -0.748
H -0.174 -2.764 -0.829
H -1.378 -3.360 -1.617
*
```

Löwdin atomic charges, in units of e:
1 O -0.076
2 C -0.310
3 C -0.165
4 C -0.281
5 O -0.089
6 H 0.090
7 H 0.131
8 H 0.084
9 H 0.127
10 H 0.128
11 H 0.119
12 H 0.121
13 H 0.100
14 O -0.083
15 H 0.043
16 H 0.059

***

Last place for stability: one

***

--- one ---
Entry from the Open Molecules 2025 dataset: a single C23H26N2O3S molecule (ωB97M-V/def2-TZVPD).

The HOMO energy is -8.3 eV. The LUMO energy is 0.0151 hartree. The calculation puts the frontier orbital gap at 0.3189 Eh.

ORCA input file:
```
! wB97M-V def2-TZVPD RIJCOSX def2/J DEFGRID3
* xyz 0 1
C -0.495 -3.602 -0.247
C 0.969 -3.660 -0.663
C 1.871 -2.651 -0.003
C 1.437 -1.754 0.963
C 2.317 -0.847 1.530
C 3.650 -0.811 1.147
C 4.565 0.265 1.675
N 4.201 1.531 1.060
C 4.669 1.874 -0.166
O 5.668 1.401 -0.659
C 3.821 2.949 -0.849
C 2.362 2.614 -0.731
C 1.458 3.494 -0.148
C 0.133 3.143 0.011
C -0.322 1.890 -0.399
N -1.670 1.599 -0.189
C -2.340 0.430 -0.393
O -1.813 -0.581 -0.820
C -3.775 0.481 -0.035
C -4.595 -0.578 -0.222
C -4.172 -1.865 -0.855
O -5.910 -0.650 0.104
C -6.509 0.384 0.850
C -6.149 1.756 0.310
S -4.386 2.028 0.627
C 0.575 1.005 -0.992
C 1.896 1.373 -1.155
C 4.087 -1.702 0.176
C 3.210 -2.611 -0.382
H -1.061 -4.351 -0.797
H -0.916 -2.625 -0.467
H -0.604 -3.808 0.816
H 1.035 -3.516 -1.746
H 1.366 -4.659 -0.453
H 0.405 -1.745 1.274
H 1.956 -0.156 2.280
H 4.479 0.369 2.760
H 5.602 0.059 1.405
H 3.289 1.884 1.312
H 4.132 2.993 -1.895
H 4.035 3.915 -0.389
H 1.794 4.466 0.187
H -0.559 3.839 0.464
H -2.204 2.374 0.184
H -3.475 -2.393 -0.207
H -5.059 -2.474 -1.011
H -3.661 -1.689 -1.798
H -6.208 0.311 1.903
H -7.585 0.203 0.775
H -6.327 1.814 -0.764
H -6.690 2.545 0.827
H 0.237 0.035 -1.313
H 2.585 0.675 -1.608
H 5.117 -1.673 -0.148
H 3.565 -3.299 -1.137
*
```

Löwdin atomic charges, in units of e:
1 C -0.112
2 C -0.208
3 C -0.230
4 C -0.039
5 C -0.042
6 C -0.221
7 C -0.126
8 N 0.075
9 C -0.505
10 O 0.070
11 C -0.053
12 C -0.254
13 C -0.042
14 C -0.019
15 C -0.211
16 N 0.105
17 C -0.459
18 O 0.035
19 C -0.352
20 C -0.299
21 C 0.006
22 O -0.043
23 C -0.241
24 C -0.420
25 S 0.957
26 C 0.004
27 C -0.017
28 C -0.031
29 C -0.037
30 H 0.073
31 H 0.040
32 H 0.078
33 H 0.116
34 H 0.116
35 H 0.105
36 H 0.116
37 H 0.123
38 H 0.120
39 H 0.129
40 H 0.129
41 H 0.123
42 H 0.112
43 H 0.112
44 H 0.053
45 H 0.088
46 H 0.090
47 H 0.093
48 H 0.130
49 H 0.131
50 H 0.092
51 H 0.083
52 H 0.101
53 H 0.129
54 H 0.114
55 H 0.114

***

--- two ---
Entry from the Open Molecules 2025 dataset: a molecular structure, C23H26N2O3S (ωB97M-V/def2-TZVPD).

The HOMO energy is -7.9 eV. The LUMO energy is 0.0037 hartree. The calculation puts the frontier orbital gap at 0.2957 Eh.

ORCA input file:
```
! wB97M-V def2-TZVPD RIJCOSX def2/J DEFGRID3
* xyz 0 1
C -1.692 -2.673 1.475
C -0.480 -2.679 0.345
H -0.772 -3.133 -0.572
H 0.342 -3.126 0.737
O -0.343 -1.524 -0.259
C 0.411 -0.690 0.687
O 0.976 -1.171 1.760
C 0.516 0.794 0.018
C 1.444 1.673 0.423
N 1.544 2.882 0.022
C 0.489 3.656 -0.804
O 0.484 4.710 -1.277
N -0.378 2.401 -1.329
H -1.100 3.048 -1.775
C -0.547 1.167 -0.973
C -2.009 0.882 -0.196
C -2.750 -0.020 -1.054
C -4.114 -0.225 -0.631
C -4.419 0.428 0.443
C -3.725 1.150 1.405
C -2.445 1.413 0.806
C -1.672 2.359 1.956
H -0.774 1.779 2.317
H -2.228 2.740 2.767
H -1.087 3.250 1.013
H -3.979 1.502 2.222
H -5.513 -0.094 0.844
C -4.932 -0.839 -1.616
H -5.729 -1.636 -0.872
H -5.535 -0.394 -2.154
H -4.374 -1.550 -2.272
H -2.450 -0.266 -2.175
H -0.379 0.613 -1.735
H 2.240 3.415 0.280
C 2.590 1.260 1.445
H 2.710 0.463 1.692
H 2.546 1.883 2.207
S 4.226 1.898 1.029
C 4.203 1.084 -0.851
C 3.637 -0.249 -0.705
C 4.404 -1.349 0.257
C 3.742 -2.507 0.395
C 2.772 -3.053 -0.656
C 2.250 -2.266 -1.558
C 2.628 -0.751 -1.707
H 2.438 -0.186 -2.346
H 1.591 -2.563 -2.200
H 2.658 -4.180 -0.603
H 4.351 -3.172 0.760
H 4.980 -0.867 0.805
H 5.287 1.148 -1.241
H 3.628 1.674 -1.598
H -1.228 -2.077 2.179
H -2.562 -2.267 1.093
H -1.870 -3.764 1.780
*
```

Löwdin atomic charges, in units of e:
1 C 0.019
2 C -0.302
3 H 0.119
4 H 0.070
5 O -0.054
6 C -0.169
7 O 0.037
8 C -0.027
9 C -0.279
10 N 0.152
11 C -0.310
12 O 0.170
13 N 0.093
14 H 0.170
15 C -0.308
16 C -0.151
17 C 0.069
18 C -0.385
19 C -0.090
20 C 0.040
21 C -0.234
22 C 0.037
23 H 0.060
24 H 0.028
25 H 0.166
26 H 0.021
27 H 0.172
28 C -0.047
29 H 0.178
30 H -0.028
31 H 0.095
32 H 0.167
33 H 0.077
34 H 0.044
35 C -0.347
36 H -0.098
37 H 0.021
38 S 0.879
39 C -0.315
40 C -0.205
41 C 0.039
42 C -0.047
43 C -0.074
44 C -0.064
45 C 0.107
46 H -0.035
47 H 0.039
48 H 0.130
49 H 0.037
50 H -0.005
51 H 0.105
52 H 0.083
53 H 0.025
54 H 0.024
55 H 0.102

***

Last place for stability: two

***

--- one ---
Entry from the Open Molecules 2025 dataset: a single C4H3N molecule (ωB97M-V/def2-TZVPD).

The HOMO energy is -8.7 eV. The LUMO energy is 0.0327 hartree. The calculation puts the frontier orbital gap at 0.3532 Eh.

ORCA input file:
```
! wB97M-V def2-TZVPD RIJCOSX def2/J DEFGRID3
* xyz 0 1
C 2.188 0.586 -0.194
C 1.127 0.081 -0.464
C -0.121 -0.538 -0.775
C -1.256 -0.099 -0.261
N -2.313 0.364 0.140
H 3.125 1.029 0.063
H -0.150 -1.412 -1.419
H -2.635 0.014 1.042
*
```

Löwdin atomic charges, in units of e:
1 C 0.102
2 C -0.171
3 C -0.135
4 C -0.167
5 N 0.158
6 H 0.023
7 H 0.107
8 H 0.083

***

--- two ---
Entry from the Open Molecules 2025 dataset: a single C4H3N molecule (ωB97M-V/def2-TZVPD).

The HOMO energy is -9.0 eV. The LUMO energy is 0.0295 hartree. The calculation puts the frontier orbital gap at 0.3594 Eh.

ORCA input file:
```
! wB97M-V def2-TZVPD RIJCOSX def2/J DEFGRID3
* xyz 0 1
C 0.649 1.733 -0.241
C -0.430 -0.462 0.032
C 0.073 0.830 0.296
C 1.068 -1.027 -0.269
N 0.227 -0.781 -1.248
H 0.931 2.777 -0.042
H -1.058 -0.921 0.826
H 0.133 -0.919 -2.248
*
```

Löwdin atomic charges, in units of e:
1 C 0.088
2 C -0.281
3 C -0.200
4 C 0.080
5 N -0.011
6 H 0.050
7 H 0.130
8 H 0.143

***

Last place for stability: two

***

--- one ---
Entry from the Open Molecules 2025 dataset: a molecular structure, C20H21N3O4S (ωB97M-V/def2-TZVPD).

The HOMO energy is -8.7 eV. The LUMO energy is -0.0232 hartree. The calculation puts the frontier orbital gap at 0.2956 Eh.

ORCA input file:
```
! wB97M-V def2-TZVPD RIJCOSX def2/J DEFGRID3
* xyz 0 1
C -0.839 -2.050 1.478
C -1.821 -2.400 0.379
H -1.387 -2.532 -0.621
H -2.515 -3.268 0.717
O -2.820 -1.461 -0.010
C -3.841 -1.121 1.101
O -4.034 -1.805 2.222
C -4.657 0.201 0.574
C -3.963 1.465 1.097
H -3.646 1.298 2.246
H -4.640 2.491 1.089
C -2.708 1.773 0.323
N -2.737 1.180 -1.092
C -1.814 0.832 -1.716
O -2.108 0.292 -2.991
C -0.523 0.608 -1.118
C 0.354 1.318 -0.448
C 1.610 0.961 -0.273
C 1.970 -0.091 -1.080
N 2.991 -0.813 -0.912
C 3.983 -0.327 -0.478
N 3.818 0.973 0.453
C 5.013 1.512 1.001
C 6.152 0.817 1.119
C 6.348 -0.292 0.019
C 5.370 -0.983 -0.405
C 5.367 -2.481 -1.140
H 5.117 -1.976 -2.210
H 4.557 -3.036 -0.613
H 6.389 -2.761 -1.013
H 7.315 -0.856 0.210
H 7.024 1.174 1.337
H 4.859 2.378 1.463
C 2.693 1.505 0.343
O 2.652 2.605 0.996
S 0.485 -0.543 -1.794
H 0.021 2.424 -0.259
C -4.123 1.425 -1.195
C -4.967 0.339 -0.790
H -4.836 -0.521 -1.206
H -5.928 0.430 -0.793
H -4.678 2.464 -1.000
H -4.193 1.224 -2.513
H -2.358 2.587 0.570
H -1.917 1.114 0.773
H -5.402 0.004 1.261
H -1.254 -1.943 2.404
H -0.084 -3.042 1.536
H -0.291 -1.093 0.961
*
```

Löwdin atomic charges, in units of e:
1 C -0.060
2 C -0.303
3 H 0.104
4 H 0.142
5 O -0.099
6 C -0.115
7 O 0.019
8 C -0.231
9 C -0.127
10 H 0.176
11 H 0.173
12 C -0.090
13 N 0.017
14 C -0.442
15 O -0.126
16 C -0.436
17 C -0.129
18 C -0.203
19 C -0.480
20 N 0.142
21 C -0.105
22 N 0.135
23 C 0.003
24 C 0.025
25 C -0.044
26 C -0.197
27 C 0.001
28 H 0.128
29 H 0.078
30 H 0.039
31 H 0.130
32 H 0.032
33 H 0.077
34 C -0.456
35 O 0.011
36 S 1.215
37 H 0.190
38 C -0.176
39 C -0.176
40 H 0.091
41 H 0.099
42 H 0.188
43 H 0.216
44 H 0.043
45 H 0.135
46 H 0.116
47 H 0.016
48 H 0.149
49 H 0.105

***

--- two ---
Entry from the Open Molecules 2025 dataset: a single C20H21N3O4S molecule (ωB97M-V/def2-TZVPD).

The HOMO energy is -7.9 eV. The LUMO energy is 0.0224 hartree. The calculation puts the frontier orbital gap at 0.3138 Eh.

ORCA input file:
```
! wB97M-V def2-TZVPD RIJCOSX def2/J DEFGRID3
* xyz 0 1
C -6.259 -2.895 -0.693
H -7.305 -3.189 -0.751
O -6.264 -1.548 -0.284
C -5.078 -0.907 -0.126
C -3.825 -1.480 -0.335
C -2.682 -0.731 -0.141
C -2.761 0.600 0.263
C -4.019 1.172 0.470
C -5.159 0.429 0.279
H -6.137 0.856 0.435
H -4.088 2.203 0.782
C -1.558 1.372 0.459
N -0.332 0.944 0.325
C 0.474 2.018 0.602
C -0.327 3.091 0.887
O -1.615 2.673 0.806
C -0.023 4.502 1.225
H 0.518 4.563 2.169
H -0.950 5.063 1.308
H 0.595 4.935 0.441
C 1.939 1.955 0.507
H 2.331 0.948 0.651
H 2.402 2.654 1.202
S 2.516 2.533 -1.183
O 1.774 3.773 -1.428
C 1.620 1.253 -2.199
C 2.139 -0.135 -1.913
O 3.143 -0.580 -2.437
N 1.376 -0.836 -1.048
H 0.671 -0.340 -0.498
C 1.844 -2.118 -0.575
C 3.140 -2.004 0.194
N 3.335 -0.882 0.872
C 4.463 -0.732 1.546
C 5.456 -1.695 1.593
C 5.252 -2.873 0.890
C 4.077 -3.032 0.178
H 3.889 -3.929 -0.391
H 6.003 -3.650 0.890
H 6.361 -1.527 2.154
H 4.567 0.208 2.072
H 2.005 -2.777 -1.434
H 1.072 -2.550 0.066
H 0.557 1.361 -2.000
H 1.844 1.530 -3.228
H -1.712 -1.172 -0.305
H -3.731 -2.507 -0.650
H -5.795 -3.014 -1.677
H -5.744 -3.533 0.032
*
```

Löwdin atomic charges, in units of e:
1 C -0.086
2 H 0.094
3 O -0.079
4 C -0.272
5 C -0.009
6 C -0.007
7 C -0.146
8 C -0.007
9 C 0.008
10 H 0.120
11 H 0.119
12 C -0.267
13 N 0.160
14 C -0.283
15 C -0.229
16 O 0.135
17 C 0.007
18 H 0.089
19 H 0.088
20 H 0.075
21 C -0.231
22 H 0.049
23 H 0.096
24 S 0.954
25 O -0.532
26 C -0.207
27 C -0.568
28 O 0.068
29 N 0.058
30 H 0.073
31 C -0.113
32 C -0.263
33 N 0.100
34 C -0.128
35 C -0.063
36 C -0.062
37 C -0.017
38 H 0.113
39 H 0.106
40 H 0.100
41 H 0.108
42 H 0.126
43 H 0.129
44 H 0.090
45 H 0.099
46 H 0.107
47 H 0.104
48 H 0.097
49 H 0.096

***

Last place for stability: one